Below is one molecule with the formula C3H5NO2, with properties calculated with ωB97M-V/def2-TZVPD.

Energy above the lowest of the compared OMol25 structures with the same formula, charge and spin ... 120.2 kcal/mol
HOMO (spin up / spin down) ... -8.140 / -7.965 eV
Gap between HOMO and LUMO (spin up / spin down) ... 7.939 / 7.548 eV
E_LUMO (spin up / spin down) ... -0.20 / -0.42 eV

```
! RIJCOSX wB97M-V def2-TZVPD def2/J DEFGRID3
* xyz 0 1
O 1.5787 0.3159 0.6242
C 0.8004 -0.4383 -0.2983
C -0.4776 0.3091 -0.6179
O -0.3931 1.5679 -0.2983
C -1.9799 -0.4691 -0.0004
N -3.0554 -0.7409 -0.4087
H 2.5183 0.1888 0.4533
H 1.3189 -0.5537 -1.2620
H 0.5747 -1.4385 0.0843
H -1.4224 -0.5307 0.9540
H 0.4627 1.7206 0.1738
*
```

Below is an isolated ion of composition C3H6IN2O and charge +1, with properties calculated with ωB97M-V/def2-TZVPD.

Energy above the lowest of the compared OMol25 structures with the same formula, charge and spin ... 8.4 kcal/mol
HOMO ... -13.496 eV
SMILES ... [NH2+]=C1NC[C@H](I)O1
Gap between HOMO and LUMO ... 9.870 eV
E_LUMO ... -3.63 eV

```
! RIJCOSX wB97M-V def2-TZVPD def2/J DEFGRID3
* xyz 1 1
C -0.4766 0.7031 -0.3981
C 1.0643 -0.9145 0.2151
C -0.0776 -0.7005 1.2080
N 0.6871 0.0516 -0.7952
N -1.0530 1.6700 -1.1327
O -0.9219 0.3481 0.7287
I -1.2455 -2.5466 1.5547
H 1.8917 -0.4738 0.5942
H 1.1620 -2.0134 0.0936
H 0.3468 -0.4467 2.2081
H 1.2045 0.0404 -1.6351
H -0.6703 2.2778 -1.8942
H -1.9116 2.0047 -0.7472
*
```

Below is C16H26N5O2Rh as an isolated structure, with properties calculated with ωB97M-V/def2-TZVPD.

Energy above the lowest of the compared OMol25 structures with the same formula, charge and spin ... 0.0 kcal/mol
HOMO ... -13.947 eV
Gap between HOMO and LUMO ... 8.152 eV
E_LUMO ... -5.80 eV

```
! RIJCOSX wB97M-V def2-TZVPD def2/J DEFGRID3
* xyz 2 1
Rh 0.4753 0.1369 -0.1629
N 0.3008 2.0473 0.6459
C -0.0495 1.9700 2.0894
C -0.8927 0.7316 2.3248
N -0.3245 -0.4632 1.6292
C 0.6803 -1.2700 2.3696
C 2.0550 -0.6472 2.2552
N 2.3145 -0.3137 0.8251
H 1.1007 2.6588 0.5070
H -0.4716 2.4505 0.1163
H -0.6002 2.8562 2.4048
H 0.8755 1.9496 2.6616
H -1.8839 0.8839 1.8987
H -1.0045 0.5309 3.3914
H -1.1130 -1.0689 1.4128
H 0.6937 -2.2532 1.8968
H 0.3879 -1.3998 3.4130
H 2.8084 -1.3355 2.6373
H 2.1325 0.2657 2.8413
H 2.7297 -1.1155 0.3583
H 3.0082 0.4269 0.7633
C 1.5064 1.0581 -4.1988
C 0.6610 1.0321 -2.9623
O 1.2895 0.7935 -1.8982
C -0.7524 1.3122 -3.0277
C -1.2500 1.9300 -4.2051
C -2.5623 2.2885 -4.3323
C -3.4450 2.0103 -3.2807
C -3.0073 1.4018 -2.1296
C -1.6604 1.0399 -1.9683
O -1.3546 0.4413 -0.8247
H 2.4313 0.5192 -4.0113
H 1.7651 2.0894 -4.4512
H 0.9816 0.6292 -5.0483
H -0.5666 2.1483 -5.0120
H -2.9143 2.7780 -5.2285
H -4.4899 2.2769 -3.3736
H -3.6940 1.1768 -1.3242
C -1.7445 -2.6570 -0.5457
C -0.3756 -2.6760 -1.1258
N 0.5561 -1.7387 -1.0103
C 1.6637 -2.1657 -1.7302
C 1.3968 -3.3814 -2.2604
N 0.1147 -3.6819 -1.8698
H -2.0733 -1.6267 -0.4168
H -1.7806 -3.1914 0.4064
H -2.4512 -3.1421 -1.2181
H 2.5444 -1.5580 -1.8461
H 1.9821 -4.0347 -2.8825
H -0.3920 -4.5202 -2.1098
*
```

Below is C58H50Cl2IrNOP2S as an isolated structure, with properties calculated with ωB97M-V/def2-TZVPD.

HOMO (spin up / spin down) ... -12.186 / -12.760 eV
Gap between HOMO and LUMO (spin up / spin down) ... 7.504 / 4.881 eV
E_LUMO (spin up / spin down) ... -4.68 / -7.88 eV
Expectation value of S² ... 6.01

```
! RIJCOSX wB97M-V def2-TZVPD def2/J DEFGRID3
* xyz 2 5
Ir 0.0343 -0.1861 -1.2312
O 3.0460 -1.0970 -0.0061
S 1.9858 -0.2275 0.4946
C 1.8284 -0.8075 2.2295
C 2.7856 -0.3765 3.1203
C 3.0302 -1.0168 4.3441
C 2.3110 -2.1416 4.6457
C 2.4050 -3.1097 5.7799
C 1.2601 -4.1154 5.5355
C 0.6844 -3.7335 4.2126
C -0.2890 -4.3152 3.4431
C -0.6176 -3.7040 2.2331
C -0.0245 -2.5354 1.7707
P -0.7196 -1.9841 0.1693
C -0.4240 -3.5096 -0.7723
C 0.9178 -3.7946 -1.0271
C 1.2578 -4.9758 -1.6548
C 0.2630 -5.8614 -2.0417
C -1.0702 -5.5587 -1.8187
C -1.4226 -4.3836 -1.1779
C -2.5078 -1.8870 0.4838
C -3.0778 -1.9203 1.7530
C -4.4550 -1.8777 1.8833
C -5.2639 -1.7579 0.7644
C -4.6920 -1.6632 -0.4961
C -3.3186 -1.7243 -0.6405
C 1.0086 -1.9232 2.5257
C 1.3100 -2.5626 3.7511
C 2.7181 1.3890 0.7836
C 4.0842 1.5133 0.6418
C 4.7772 2.6716 1.0173
C 4.0610 3.6957 1.5863
C 4.4806 5.0109 2.1571
C 3.1744 5.6752 2.6471
C 2.0958 4.6942 2.3307
C 0.7402 4.7230 2.5411
C -0.0300 3.6815 2.0178
C 0.5138 2.5781 1.3726
P -0.6620 1.6456 0.3241
C -0.8988 2.9961 -0.8884
C -1.9966 3.8328 -1.0196
C -1.9924 4.8166 -1.9965
C -0.9128 4.9596 -2.8514
C 0.1900 4.1284 -2.7205
C 0.2038 3.1703 -1.7290
C -2.1484 1.4588 1.3427
C -3.4120 1.4186 0.7544
C -4.5371 1.2926 1.5473
C -4.4138 1.1644 2.9215
C -3.1556 1.1225 3.5010
C -2.0250 1.2599 2.7189
C 1.9232 2.4601 1.2580
C 2.6636 3.5719 1.7054
H 3.4164 0.4602 2.8653
H 3.8062 -0.6482 4.9946
H 2.3153 -2.6126 6.7457
H 3.3822 -3.5968 5.7636
H 0.4968 -4.0263 6.3096
H 1.5966 -5.1519 5.5414
H -0.7914 -5.2192 3.7443
H -1.3764 -4.1689 1.6177
H 1.6846 -3.1050 -0.6949
H 2.2934 -5.2159 -1.8354
H 0.5320 -6.7975 -2.5041
H -1.8388 -6.2492 -2.1282
H -2.4582 -4.1606 -0.9689
H -2.4598 -1.9951 2.6366
H -4.8973 -1.9413 2.8653
H -6.3372 -1.7315 0.8761
H -5.3168 -1.5443 -1.3680
H -2.8631 -1.6787 -1.6234
H 4.6282 0.6587 0.2665
H 5.8468 2.7218 0.8953
H 4.9858 5.6152 1.4029
H 5.1852 4.8669 2.9765
H 2.9814 6.6224 2.1424
H 3.2027 5.8881 3.7155
H 0.2622 5.5429 3.0527
H -1.1062 3.7439 2.1069
H -2.8488 3.7292 -0.3668
H -2.8425 5.4739 -2.1005
H -0.9377 5.7184 -3.6170
H 1.0272 4.2347 -3.3952
H 1.0722 2.5310 -1.5957
H -3.5114 1.4964 -0.3179
H -5.5148 1.2957 1.0935
H -5.2937 1.0978 3.5412
H -3.0564 0.9933 4.5674
H -1.0454 1.2404 3.1774
C 1.7810 -1.5215 -3.6936
N 1.9424 -0.1897 -3.1168
C 3.3298 0.0369 -2.7297
C 1.5268 0.8270 -4.0825
C 0.0375 1.0135 -4.1245
C -0.5240 1.7514 -5.1594
C -1.8724 2.0502 -5.1556
C -2.6710 1.5997 -4.1165
C -2.1205 0.8478 -3.0904
C -0.7558 0.5648 -3.0726
H 2.3357 -1.6108 -4.6372
H 0.7274 -1.7067 -3.8963
H 2.1574 -2.2755 -3.0065
H 4.0043 0.0115 -3.5951
H 3.6450 -0.7304 -2.0285
H 3.4278 1.0125 -2.2519
H 1.9120 0.5895 -5.0829
H 1.9600 1.7843 -3.7793
H 0.1130 2.0884 -5.9624
H -2.2980 2.6348 -5.9588
H -3.7256 1.8283 -4.1007
H -2.7714 0.4923 -2.2983
Cl -0.6474 -2.8654 -6.3770
C -1.6698 -3.6244 -5.1454
Cl -1.9638 -2.5022 -3.8232
H -1.1554 -4.4952 -4.7396
H -2.6317 -3.8778 -5.5907
*
```

Below is a 2-piece molecular cluster, C4H8O2 overall, with properties calculated with ωB97M-V/def2-TZVPD.

Energy above the lowest of the compared OMol25 structures with the same formula, charge and spin ... 66.6 kcal/mol
HOMO ... -10.133 eV
SMILES ... C=C1C[C@H]1O.O
Gap between HOMO and LUMO ... 10.869 eV
E_LUMO ... 0.74 eV

```
! RIJCOSX wB97M-V def2-TZVPD def2/J DEFGRID3
* xyz 0 1
O 2.5219 -0.7533 1.1922
C 0.8003 0.0288 -1.4000
C -0.1202 0.2614 -0.4807
C -0.9733 1.2194 0.2417
C -1.1704 -0.2939 0.3702
O -2.2274 -0.9281 -0.2801
H 2.5438 -1.6029 0.7379
H 1.0263 -0.9877 -1.7153
H 1.3475 0.8315 -1.8884
H 2.0259 -0.1917 0.5822
H -1.6914 1.7739 -0.3604
H -0.5898 1.7537 1.1093
H -0.8665 -0.7292 1.3263
H -3.0281 -0.7768 0.2371
*
```

Below is C48H56BrN7O3SSbTi as an isolated structure, with properties calculated with ωB97M-V/def2-TZVPD.

Energy above the lowest of the compared OMol25 structures with the same formula, charge and spin ... 15.2 kcal/mol
HOMO (spin up / spin down) ... -5.912 / -6.989 eV
Gap between HOMO and LUMO (spin up / spin down) ... 5.539 / 6.729 eV
E_LUMO (spin up / spin down) ... -0.37 / -0.26 eV
Expectation value of S² ... 0.77

```
! RIJCOSX wB97M-V def2-TZVPD def2/J DEFGRID3
* xyz 0 2
Ti 1.0045 0.7812 -0.5405
C 2.8976 2.5488 -3.9997
C 2.7283 1.6186 -2.9740
N 1.5428 1.3123 -2.4742
C 0.4524 1.9523 -2.9912
C 0.5311 2.9259 -4.0089
C 1.8126 3.2086 -4.5235
C -0.6710 3.5268 -4.4439
C -1.8708 3.1414 -3.8972
C -1.9576 2.1405 -2.9137
C -0.8033 1.5330 -2.4619
N -0.6450 0.5238 -1.5309
C -1.2020 -0.7050 -1.6610
C -2.1852 -1.1278 -2.5451
C -2.5401 -2.4810 -2.5965
C -1.9081 -3.4302 -1.8326
C -0.9014 -3.0412 -0.9243
C -0.1560 -3.9334 -0.1246
C 0.7382 -3.4181 0.7781
C 0.9387 -2.0379 0.8635
N 0.3498 -1.1720 0.0508
C -0.5899 -1.6706 -0.8049
H 3.8896 2.7323 -4.3881
H 3.5793 1.0970 -2.5552
H 1.9246 3.9223 -5.3295
H -0.6357 4.2867 -5.2143
H -2.7822 3.6142 -4.2409
H -2.9162 1.8655 -2.4964
H -2.6476 -0.4148 -3.2128
H -3.3228 -2.7857 -3.2801
H -2.1684 -4.4768 -1.9240
H -0.2981 -5.0021 -0.2224
H 1.3072 -4.0684 1.4290
H 1.6267 -1.6377 1.5956
N -0.1045 8.6791 -1.4504
C 0.1989 7.4203 -0.9646
C 0.8797 7.2701 0.2487
C 1.1418 6.0122 0.7545
C 0.7282 4.8914 0.0568
C 0.0366 5.0177 -1.1376
C -0.2246 6.2740 -1.6460
S 1.1616 3.2808 0.6531
O 2.0659 2.7377 -0.3726
O 1.7167 3.3694 1.9712
N -0.0781 2.2224 0.5201
C -1.3113 2.7462 0.8607
N -1.3122 3.9386 1.4881
C -2.4748 4.4991 1.7709
C -3.6807 3.9059 1.4426
C -3.5843 2.6731 0.8245
N -2.4310 2.0810 0.5422
H 0.4640 9.4384 -1.1173
H -0.3507 8.7421 -2.4229
H 1.1988 8.1504 0.7934
H 1.6629 5.8771 1.6931
H -0.3039 4.1309 -1.6577
H -0.7643 6.3752 -2.5803
H -2.4151 5.4583 2.2761
H -4.6283 4.3671 1.6765
H -4.4667 2.1124 0.5262
C 6.0144 -5.2279 0.0421
C 6.3456 -3.9920 0.8857
C 6.3453 -4.4040 2.3660
C 7.7511 -3.5039 0.4988
C 5.3568 -2.8567 0.6379
C 4.5744 -2.7912 -0.5011
C 3.6720 -1.7560 -0.6489
Br 2.5147 -1.7470 -2.1764
C 3.5091 -0.7131 0.2770
O 2.5683 0.2097 0.0711
C 4.3823 -0.7315 1.4018
C 5.2427 -1.8078 1.5497
C 4.3845 0.4056 2.4244
C 5.4305 0.2229 3.5267
C 3.0087 0.4819 3.1032
C 4.7063 1.7198 1.6952
H 6.6743 -6.0481 0.3277
H 6.1679 -5.0356 -1.0202
H 4.9839 -5.5526 0.1949
H 6.9233 -5.3211 2.4886
H 5.3291 -4.5882 2.7178
H 6.8014 -3.6424 2.9981
H 8.4955 -4.2667 0.7378
H 8.0060 -2.5882 1.0336
H 7.7958 -3.2982 -0.5716
H 4.6417 -3.5331 -1.2836
H 5.8705 -1.8244 2.4285
H 5.2604 -0.6873 4.1051
H 5.3547 1.0687 4.2110
H 6.4449 0.2118 3.1235
H 2.8190 -0.4308 3.6754
H 2.2224 0.6102 2.3687
H 2.9600 1.3410 3.7734
H 5.6743 1.6400 1.1946
H 4.7467 2.5429 2.4109
H 3.9491 1.9660 0.9592
C -5.7448 -0.4084 2.4966
C -4.3217 -0.2285 3.0136
Sb -2.7562 -0.8157 1.5863
C -3.2317 -2.9750 1.7762
C -2.5895 -3.7211 2.9397
C -1.3157 -0.8229 3.2365
C -0.6458 0.5285 3.4443
H -6.4779 -0.1867 3.2758
H -5.9129 -1.4360 2.1690
H -5.9468 0.2460 1.6459
H -4.1770 -0.8204 3.9195
H -4.1463 0.8207 3.2655
H -2.9473 -3.4351 0.8307
H -4.3206 -3.0349 1.8464
H -2.9179 -4.7642 2.9559
H -1.5019 -3.7107 2.8604
H -2.8670 -3.2755 3.8966
H -0.5636 -1.5816 3.0197
H -1.8467 -1.1190 4.1426
H -0.1063 0.8348 2.5527
H 0.0685 0.4936 4.2703
H -1.3795 1.3061 3.6732
*
```

Below is one molecule with the formula C2H7N3OS, with properties calculated with ωB97M-V/def2-TZVPD.

Energy above the lowest of the compared OMol25 structures with the same formula, charge and spin ... 78.1 kcal/mol
HOMO ... -8.386 eV
SMILES ... CN/C(=N\O)NS
Gap between HOMO and LUMO ... 9.009 eV
E_LUMO ... 0.62 eV

```
! RIJCOSX wB97M-V def2-TZVPD def2/J DEFGRID3
* xyz 0 1
C -0.5948 -0.1367 1.8831
C 0.1018 0.1460 -0.7226
H -1.0150 -1.1956 2.4061
H 0.6816 -0.0601 1.9348
H -0.9754 0.7880 2.3856
H -1.7531 -0.1214 0.1249
H 1.8925 1.0100 -1.1678
H 2.8620 -1.5154 -1.0146
H -2.1212 0.8412 -2.4899
N -0.7190 -0.2275 0.3410
N 1.4697 0.5044 -0.4537
N -0.5035 0.3390 -1.8472
O -1.8840 0.4301 -1.6001
S 2.5583 -0.8021 0.2202
*
```

Below is C15H27NO2 as an isolated structure, with properties calculated with ωB97M-V/def2-TZVPD.

Energy above the lowest of the compared OMol25 structures with the same formula, charge and spin ... 448.8 kcal/mol
HOMO ... -8.725 eV
Gap between HOMO and LUMO ... 9.389 eV
E_LUMO ... 0.66 eV

```
! RIJCOSX wB97M-V def2-TZVPD def2/J DEFGRID3
* xyz 0 1
N -4.8177 1.7757 0.8011
H -5.2313 1.9888 1.5558
H -3.9810 2.5648 0.5770
C -4.2273 0.4114 0.7763
C -3.6697 -0.0836 -0.7242
C -3.2158 -1.4364 -0.6176
O -1.8612 -1.6003 -0.3669
C -1.2960 -1.2982 0.6561
C 0.1353 -1.7330 0.7298
H 0.4743 -2.0476 1.8519
H 0.2055 -2.4738 0.2532
C 1.1203 -0.6505 0.2012
C 1.3134 0.3141 1.0849
C 2.3872 1.5443 0.7262
C 3.7173 0.7490 0.5851
C 3.6070 -0.5005 -0.0601
C 3.3860 -0.2091 -1.5644
C 1.9520 0.5920 -1.5557
C 2.1392 1.9890 -0.8042
H 2.7619 2.6280 -0.9871
H 1.0228 2.3884 -0.8533
C 0.7949 -0.2189 -0.9753
H -0.0682 0.2843 -1.1136
H 0.7991 -1.1445 -1.5997
H 1.7468 1.1186 -2.9045
H 4.2045 0.6540 -2.0011
H 3.3408 -1.1086 -2.2694
C 2.6384 -1.2641 0.2899
H 2.7618 -1.7805 1.4511
H 2.6113 -2.3564 -0.2377
H 4.6613 -0.8632 -0.2164
H 3.9473 0.4468 1.6088
H 4.5317 1.4926 0.3825
H 2.3732 2.2135 1.3148
H 0.2952 0.9444 1.2051
H 1.5577 0.4024 2.2632
H -1.8363 -1.9444 1.2918
H -1.3789 -0.2582 1.3809
H -3.4055 -1.6588 -1.6608
H -3.7963 -1.8624 0.1541
O -4.6146 0.1683 -1.3903
H -5.3714 1.0762 -1.0384
H -2.9570 0.7392 -0.7628
H -5.1397 -0.4007 1.0512
H -3.6186 0.4080 1.5117
*
```

Q: Which formula does entry 2 have?
A: C3H6IN2O

Q: What is the formula in the seventh record?
A: C2H7N3OS